Entry 1:
Below is a molecular structure, C45H59MnO4P4S2, with properties calculated with ωB97M-V/def2-TZVPD.

Geometry (Å):
Mn  0.067  0.411  -0.530
O  0.279  0.449  1.504
P  1.405  0.475  2.522
C  2.841  -0.438  1.860
P  3.200  -0.100  0.112
O  1.931  -0.158  -0.742
C  4.314  -1.375  -0.448
C  4.387  -1.613  -1.821
C  5.267  -2.563  -2.309
C  6.077  -3.274  -1.431
C  6.011  -3.035  -0.066
C  5.132  -2.084  0.429
C  3.980  1.499  -0.028
C  3.820  2.191  -1.228
C  4.442  3.415  -1.407
C  5.230  3.946  -0.394
C  5.406  3.251  0.795
C  4.786  2.026  0.979
C  0.935  -0.304  4.056
C  0.248  0.476  4.989
C  -0.224  -0.099  6.156
C  -0.012  -1.450  6.399
C  0.669  -2.230  5.474
C  1.140  -1.661  4.302
C  1.968  2.131  2.873
C  1.580  3.177  2.043
C  2.084  4.451  2.262
C  2.966  4.676  3.309
C  3.346  3.632  4.147
C  2.848  2.359  3.932
H  2.642  -1.510  1.918
H  3.714  -0.231  2.482
H  3.750  -1.063  -2.504
H  5.324  -2.750  -3.373
H  6.764  -4.016  -1.815
H  6.646  -3.588  0.613
H  5.097  -1.906  1.497
H  3.209  1.776  -2.020
H  4.315  3.954  -2.336
H  5.716  4.902  -0.536
H  6.028  3.661  1.579
H  4.940  1.498  1.911
H  0.090  1.533  4.807
H  -0.752  0.507  6.880
H  -0.376  -1.896  7.316
H  0.835  -3.281  5.668
H  1.664  -2.289  3.593
H  0.889  3.007  1.229
H  1.784  5.264  1.614
H  3.355  5.671  3.482
H  4.022  3.816  4.972
H  3.133  1.550  4.597
C  1.229  -3.499  -1.306
C  -0.045  -3.343  -0.475
C  0.343  -3.055  0.981
C  -0.856  -4.642  -0.498
P  -1.037  -1.857  -1.046
C  -2.606  -2.031  -0.154
C  -2.705  -1.444  1.109
C  -3.849  -1.611  1.875
C  -4.908  -2.362  1.388
C  -4.817  -2.955  0.136
C  -3.672  -2.797  -0.628
C  -1.309  -1.868  -2.902
C  -1.509  -3.246  -3.539
C  -0.055  -1.212  -3.504
C  -2.518  -0.987  -3.247
H  1.848  -4.279  -0.854
H  1.811  -2.581  -1.329
H  1.026  -3.805  -2.331
H  1.002  -3.853  1.334
H  -0.526  -3.021  1.639
H  0.864  -2.101  1.067
H  -0.236  -5.436  -0.073
H  -1.135  -4.952  -1.502
H  -1.757  -4.567  0.110
H  -1.885  -0.853  1.502
H  -3.912  -1.152  2.853
H  -5.803  -2.489  1.983
H  -5.637  -3.551  -0.244
H  -3.613  -3.290  -1.588
H  -0.633  -3.886  -3.449
H  -1.695  -3.098  -4.605
H  -2.367  -3.778  -3.132
H  0.869  -1.712  -3.210
H  0.019  -0.158  -3.217
H  -0.123  -1.246  -4.594
H  -3.463  -1.451  -2.975
H  -2.524  -0.827  -4.328
H  -2.466  -0.015  -2.759
C  -3.483  4.192  0.828
C  -2.176  4.937  0.667
C  -2.295  6.226  -0.112
O  -1.129  4.085  0.047
P  -1.269  3.059  -1.121
S  0.587  2.487  -1.608
S  -2.101  1.293  -0.549
O  -2.092  3.827  -2.194
C  -2.683  3.428  -3.491
C  -1.737  2.562  -4.288
C  -4.039  2.804  -3.247
H  -4.181  4.831  1.370
H  -3.353  3.271  1.396
H  -3.933  3.960  -0.139
H  -1.741  5.131  1.646
H  -2.752  6.059  -1.086
H  -1.317  6.685  -0.252
H  -2.921  6.922  0.447
H  -2.801  4.394  -3.978
H  -1.588  1.592  -3.811
H  -0.770  3.046  -4.421
H  -2.172  2.391  -5.273
H  -3.950  1.833  -2.759
H  -4.540  2.661  -4.205
H  -4.663  3.456  -2.636

Output
- LUMO (spin up / spin down): -6.9 / -4.7 eV
- Expectation value of S²: 6.228
- Charge: +2
- 2S+1: 5
- Relative energy (zero: lowest compared OMol25 entry of this formula, charge and spin): 0.00 kJ/mol


Entry 2:
Below is a molecular structure, C45H60BN13O4S4SiTi, with properties calculated with ωB97M-V/def2-TZVPD.

Geometry (Å):
Ti  0.486  -0.026  -0.707
C  2.586  -1.774  -4.181
C  3.658  -0.728  -3.922
C  4.883  -1.416  -3.305
C  3.323  0.478  -3.074
C  3.750  1.768  -3.412
C  3.578  2.505  -2.260
N  3.083  1.697  -1.321
N  2.875  0.448  -1.811
B  3.034  2.062  0.181
N  1.668  2.502  0.698
C  1.488  3.658  1.335
C  0.224  3.668  1.869
C  -0.333  2.440  1.504
N  0.545  1.726  0.778
C  -1.645  1.958  2.043
C  -2.745  3.012  1.884
C  -1.485  1.640  3.534
N  3.544  0.895  1.031
C  4.680  0.832  1.741
C  4.659  -0.331  2.477
C  3.428  -0.932  2.145
N  2.766  -0.177  1.271
C  2.883  -2.226  2.676
C  2.540  -2.094  4.160
C  3.857  -3.376  2.430
H  2.973  -2.516  -4.886
H  1.674  -1.355  -4.605
H  2.341  -2.293  -3.260
H  3.955  -0.305  -4.889
H  4.624  -1.793  -2.313
H  5.716  -0.720  -3.194
H  5.208  -2.259  -3.923
H  4.153  2.095  -4.356
H  3.781  3.538  -2.029
H  3.782  2.997  0.336
H  2.269  4.398  1.335
H  -0.249  4.448  2.441
H  -1.933  1.044  1.533
H  -2.552  3.874  2.533
H  -3.706  2.582  2.187
H  -2.817  3.378  0.861
H  -1.197  2.545  4.079
H  -0.718  0.881  3.694
H  -2.429  1.270  3.943
H  5.404  1.628  1.672
H  5.410  -0.693  3.160
H  1.956  -2.433  2.148
H  3.428  -1.846  4.750
H  2.124  -3.030  4.545
H  1.799  -1.305  4.300
H  4.798  -3.221  2.969
H  4.088  -3.470  1.368
H  3.428  -4.323  2.769
C  -0.280  -6.704  -1.218
Si  1.097  -5.572  -1.799
C  2.405  -5.498  -0.476
C  1.873  -6.326  -3.337
C  0.311  -3.949  -2.315
C  -0.630  -4.010  -3.325
C  -1.318  -2.877  -3.761
C  -1.018  -1.686  -3.144
N  -0.066  -1.570  -2.216
C  0.571  -2.667  -1.770
S  1.686  -2.270  -0.531
H  0.114  -7.697  -0.981
H  -1.054  -6.816  -1.981
H  -0.755  -6.296  -0.324
H  2.768  -6.518  -0.310
H  2.015  -5.101  0.461
H  3.245  -4.865  -0.765
H  2.252  -7.329  -3.123
H  2.709  -5.713  -3.683
H  1.156  -6.402  -4.157
H  -0.863  -4.968  -3.786
H  -2.086  -2.921  -4.519
H  -1.549  -0.776  -3.392
C  -2.369  -2.214  6.310
C  -2.746  -1.844  4.917
C  -3.972  -1.398  4.485
C  -4.158  -1.077  3.148
N  -3.088  -1.014  2.251
C  -1.920  -1.422  2.661
S  -0.399  -1.314  1.858
N  -1.790  -2.042  3.917
C  -5.485  -0.641  2.618
H  -2.657  -3.240  6.576
H  -2.832  -1.543  7.037
H  -1.287  -2.145  6.451
H  -4.785  -1.287  5.196
H  -0.829  -2.188  4.184
H  -6.260  -0.722  3.385
H  -5.798  -1.250  1.765
H  -5.460  0.400  2.270
O  -2.240  -2.046  -0.588
C  -2.536  -0.885  -0.764
C  -3.969  -0.443  -1.000
C  -3.868  1.049  -1.209
C  -2.376  1.337  -1.123
O  -1.926  2.451  -1.298
N  -1.652  0.194  -0.848
H  -4.527  -0.734  -0.119
H  -4.358  -0.996  -1.858
H  -4.365  1.645  -0.442
H  -4.222  1.398  -2.181
N  -4.834  6.068  1.196
C  -3.604  5.941  0.516
C  -3.550  5.296  -0.718
C  -2.346  5.146  -1.378
C  -1.177  5.647  -0.817
C  -1.228  6.315  0.393
C  -2.438  6.469  1.057
S  0.361  5.361  -1.647
O  1.373  5.982  -0.821
O  0.198  5.898  -2.990
N  0.543  3.799  -1.618
C  0.329  2.988  -2.647
S  -0.092  3.512  -4.291
C  -0.075  1.870  -4.815
C  0.247  1.070  -3.784
N  0.436  1.658  -2.557
H  -5.467  5.313  0.976
H  -4.711  6.120  2.197
H  -4.452  4.866  -1.140
H  -2.304  4.594  -2.307
H  -0.307  6.688  0.820
H  -2.469  6.972  2.017
H  -0.218  1.582  -5.844
H  0.439  0.020  -3.880

Output
- LUMO (spin up / spin down): 4.0 / 4.0 eV
- Expectation value of S²: 2.025
- Charge: -2
- 2S+1: 3
- Relative energy (zero: lowest compared OMol25 entry of this formula, charge and spin): 112.42 kJ/mol


Entry 3:
Below is a molecular structure, C45H61BGe2N3O4RbSSb, with properties calculated with ωB97M-V/def2-TZVPD.

Geometry (Å):
Rb  -0.532  0.225  -0.034
O  2.072  -3.912  1.537
C  1.202  -4.911  1.724
C  1.701  -6.142  2.165
C  0.851  -7.213  2.361
C  -0.514  -7.083  2.119
C  -1.008  -5.868  1.678
C  -0.176  -4.768  1.476
C  -0.713  -3.455  0.991
O  0.092  -2.483  0.913
N  -1.999  -3.466  0.643
N  -2.386  -2.277  0.112
C  -3.631  -2.190  -0.166
C  -4.210  -0.980  -0.765
C  -5.601  -0.855  -0.827
C  -6.155  0.286  -1.374
C  -5.312  1.276  -1.852
C  -3.941  1.068  -1.762
N  -3.396  -0.027  -1.241
H  1.511  -3.131  1.239
H  2.766  -6.222  2.345
H  1.256  -8.158  2.705
H  -1.182  -7.922  2.273
H  -2.062  -5.731  1.477
H  -4.304  -3.022  0.055
H  -6.224  -1.650  -0.436
H  -7.232  0.404  -1.423
H  -5.692  2.191  -2.285
H  -3.250  1.818  -2.130
C  5.405  -1.765  0.365
C  4.046  -1.447  -0.256
Ge  3.069  0.109  0.608
C  3.457  1.626  -0.653
C  4.943  1.803  -0.958
C  4.159  0.631  2.178
C  3.486  1.258  3.152
Ge  1.506  1.381  2.830
C  0.697  0.191  4.237
C  1.239  -1.236  4.208
C  1.087  3.207  3.560
C  1.678  4.323  2.703
C  4.165  1.862  4.318
C  5.220  2.765  4.152
C  5.856  3.339  5.244
C  5.453  3.024  6.535
C  4.401  2.134  6.717
C  3.761  1.570  5.625
H  5.888  -2.629  -0.109
H  5.300  -1.992  1.428
H  6.090  -0.917  0.285
H  3.404  -2.330  -0.201
H  4.159  -1.203  -1.320
H  3.050  2.529  -0.191
H  2.887  1.475  -1.578
H  5.500  2.026  -0.044
H  5.134  2.616  -1.669
H  5.378  0.892  -1.382
H  5.241  0.487  2.277
H  -0.385  0.187  4.072
H  0.853  0.658  5.217
H  1.025  -1.710  3.248
H  0.806  -1.868  4.992
H  2.325  -1.250  4.330
H  1.483  3.257  4.582
H  0.001  3.314  3.632
H  2.765  4.217  2.620
H  1.474  5.319  3.111
H  1.273  4.296  1.688
H  5.528  3.018  3.144
H  6.669  4.039  5.086
H  5.947  3.473  7.389
H  4.074  1.882  7.720
H  2.939  0.881  5.773
C  -0.094  -1.457  -6.185
C  -0.465  -1.519  -4.709
C  -1.741  -0.728  -4.433
Sb  1.110  -0.910  -3.311
C  1.986  -2.898  -3.130
C  2.252  -3.605  -4.453
C  1.100  -3.739  -2.215
C  2.554  -0.148  -4.752
C  2.228  1.293  -5.131
C  3.967  -0.251  -4.185
H  -0.932  -1.805  -6.801
H  0.775  -2.072  -6.426
H  0.129  -0.432  -6.495
H  -0.641  -2.565  -4.436
H  -1.609  0.333  -4.660
H  -2.048  -0.796  -3.388
H  -2.568  -1.098  -5.052
H  2.935  -2.722  -2.619
H  1.319  -3.809  -4.986
H  2.742  -4.571  -4.281
H  2.896  -3.021  -5.116
H  0.111  -3.905  -2.655
H  0.951  -3.261  -1.245
H  1.545  -4.725  -2.037
H  2.477  -0.783  -5.638
H  2.257  1.945  -4.255
H  1.230  1.396  -5.560
H  2.954  1.672  -5.861
H  4.070  0.339  -3.272
H  4.698  0.137  -4.905
H  4.246  -1.279  -3.946
S  -0.715  2.701  -3.248
C  -1.013  3.093  -1.732
O  -2.277  2.685  0.446
B  -1.488  3.521  -0.446
O  -1.183  4.749  0.247
C  -1.704  4.607  1.489
C  -1.655  5.495  2.538
C  -2.270  5.116  3.737
C  -2.904  3.890  3.861
C  -2.955  2.991  2.787
C  -2.351  3.374  1.614
H  -1.138  6.440  2.436
H  -2.231  5.785  4.587
H  -3.354  3.612  4.806
H  -3.437  2.026  2.872

Output
- LUMO (spin up / spin down): 3.6 / 3.6 eV
- Expectation value of S²: 0.759
- Charge: -2
- 2S+1: 2
- Relative energy (zero: lowest compared OMol25 entry of this formula, charge and spin): 95.97 kJ/mol


Entry 4:
Below is 4 unconnected molecules or ions with the total composition C45H61F7O3P at a distorted geometry, with properties calculated with ωB97M-V/def2-TZVPD.

Geometry (Å):
C  7.712  -2.218  3.036
O  8.418  -1.519  2.004
C  7.733  -0.302  1.637
C  6.764  -0.534  0.412
C  6.090  0.796  -0.106
C  4.498  0.757  -0.052
C  3.952  1.602  -1.265
C  2.742  2.549  -0.920
C  1.562  1.835  -0.158
C  0.868  0.722  -1.065
C  -0.632  1.086  -1.399
C  -1.655  -0.145  -1.146
C  -2.860  0.461  -0.369
P  -4.234  -0.669  0.366
C  -2.957  -2.064  0.859
C  -1.983  -1.425  1.917
O  -0.771  -1.456  1.824
C  -5.512  -1.637  1.438
O  -5.958  -2.907  0.973
C  -6.362  -3.809  1.981
C  -5.520  0.775  0.132
C  -5.257  1.832  1.259
C  -5.797  1.685  2.599
C  -5.524  2.623  3.655
C  -4.673  3.787  3.461
C  -4.342  4.781  4.609
C  -4.151  3.961  2.110
C  -4.424  3.010  1.040
C  -4.763  -1.457  -1.312
F  -4.495  -0.495  -2.340
F  -6.166  -1.517  -1.491
C  -4.208  -2.764  -1.936
F  -4.825  -2.752  -3.233
F  -2.888  -2.823  -2.333
C  -4.630  -4.207  -1.477
F  -4.161  -5.063  -2.470
F  -4.091  -4.679  -0.338
F  -5.981  -4.389  -1.525
H  6.629  -1.932  3.028
H  7.755  -3.315  2.798
H  8.141  -2.030  4.053
H  8.546  0.427  1.371
H  7.187  0.121  2.521
H  7.430  -0.928  -0.407
H  6.046  -1.359  0.645
H  6.489  1.647  0.498
H  6.432  0.937  -1.166
H  4.222  -0.326  -0.171
H  4.173  1.124  0.950
H  3.720  0.945  -2.142
H  4.793  2.275  -1.594
H  2.369  2.982  -1.887
H  3.154  3.420  -0.339
H  0.846  2.635  0.147
H  1.977  1.359  0.769
H  1.433  0.673  -2.028
H  0.986  -0.238  -0.504
H  -0.934  1.979  -0.784
H  -0.715  1.435  -2.467
H  -1.931  -0.424  -2.198
H  -1.013  -0.894  -0.640
H  -3.250  1.304  -1.006
H  -2.384  1.031  0.487
H  -3.886  -0.064  1.634
H  -2.303  -2.468  0.066
H  -3.409  -2.921  1.414
H  -2.386  -0.946  2.863
H  -4.999  -1.812  2.438
H  -6.411  -1.019  1.743
H  -7.466  -3.770  2.182
H  -5.792  -3.731  2.942
H  -6.164  -4.848  1.589
H  -5.419  1.348  -0.821
H  -6.593  0.442  0.133
H  -6.442  0.809  2.811
H  -5.985  2.431  4.646
H  -5.177  5.475  4.861
H  -4.071  4.203  5.535
H  -3.400  5.320  4.319
H  -3.527  4.868  1.950
H  -3.953  3.224  0.060
C  4.230  2.639  -5.024
C  2.937  2.473  -5.503
C  2.418  3.367  -6.431
C  3.198  4.423  -6.888
C  4.493  4.588  -6.412
C  5.007  3.698  -5.477
H  4.633  1.944  -4.297
H  2.331  1.645  -5.151
H  1.407  3.241  -6.799
H  2.795  5.118  -7.616
H  5.102  5.410  -6.770
H  6.015  3.829  -5.101
C  -6.294  -5.603  7.750
C  -7.580  -5.794  7.260
C  -8.111  -4.901  6.337
C  -7.353  -3.823  5.898
C  -6.066  -3.635  6.385
C  -5.538  -4.522  7.315
H  -5.881  -6.298  8.472
H  -8.169  -6.639  7.597
H  -9.117  -5.046  5.959
H  -7.765  -3.129  5.174
H  -5.474  -2.795  6.041
H  -4.535  -4.372  7.699
C  10.407  1.135  -5.848
C  9.162  1.427  -6.391
C  8.012  1.235  -5.637
C  8.107  0.759  -4.335
C  9.351  0.470  -3.790
C  10.502  0.654  -4.547
H  11.304  1.282  -6.438
H  9.089  1.805  -7.405
H  7.040  1.457  -6.063
H  7.209  0.614  -3.744
H  9.425  0.101  -2.773
H  11.472  0.423  -4.124

Output
- LUMO: 2.1 eV
- Charge: -1
- 2S+1: 1